Model a:
19
Properties=species:S:1:pos:R:3 method="wB97M-V/def2-TZVPD" homo_ha=-0.2868 total_charge=0 gap_ha=0.2818 e_lumo_ev=-0.1
C 1.4073 -0.1101 0.1617
C -2.1660 0.6925 -0.7182
C -1.4704 -1.3917 0.2619
C 2.5557 0.7633 -0.1127
N -1.0347 -0.1728 -0.4008
C 0.0464 0.5758 0.2790
O 1.5685 -1.4130 0.2671
O 0.1115 1.8483 0.1424
H 2.5059 -1.6547 0.3401
H 0.1764 0.2081 1.4326
H -0.6412 -2.0724 0.4388
H -2.7859 0.9224 0.1621
H -1.8031 1.6302 -1.1275
H -2.7904 0.1874 -1.4580
H -1.9627 -1.1866 1.2298
H -2.1859 -1.9130 -0.3778
H 2.8456 1.2818 0.8054
H 3.4028 0.2335 -0.5516
H 2.2203 1.5709 -0.7744

=====

Model b:
19
Properties=species:S:1:pos:R:3 method="wB97M-V/def2-TZVPD" smiles="CC(C)[C@H](N)C(=O)O" homo_ha=-0.3435 total_charge=0 gap_ha=0.3683 e_lumo_ev=0.7
C 0.8668 0.2689 -0.5063
C 0.9722 1.4208 0.4026
C -0.3673 -0.7404 -0.0751
C -1.6075 -0.3731 -0.8180
C -0.6270 -0.7610 1.4158
H 2.1312 -1.3141 -1.0391
H 2.8412 -0.0417 -0.1684
H 0.4365 0.7559 -1.3974
H -0.2194 -1.7993 -0.3501
H -1.4732 -0.1629 -1.9171
H -2.3408 -1.1955 -0.6946
H -1.9727 0.5511 -0.4687
H 0.3656 -1.0540 1.8474
H -1.0367 0.1308 1.8003
H -1.2447 -1.5561 1.6861
H -0.5739 2.3059 -0.5082
N 2.1092 -0.3158 -0.8403
O 1.6388 1.4285 1.4067
O 0.1017 2.4520 0.2245

=====

Model c:
19
Properties=species:S:1:pos:R:3 method="wB97M-V/def2-TZVPD" smiles="C=CC[C@@H](N)C=O.O" homo_ha=-0.3558 total_charge=0 gap_ha=0.3819 e_lumo_ev=0.7
O -0.1398 0.4927 -2.0161
C -0.4945 -0.4464 -1.3559
C 0.3159 -1.2714 -0.2822
C 1.1737 -0.2681 0.6943
C 2.6559 -0.1236 0.6899
C 3.4740 -0.6098 -0.2055
N -0.7860 -2.0646 0.3806
H -1.6639 -0.6952 -1.5023
H 1.1474 -2.0166 -0.6495
H 0.9944 -0.7050 1.6615
H 0.7671 0.7922 0.5043
H 3.0009 0.2365 1.6008
H 4.6068 -0.5108 -0.0594
H 3.2540 -1.3519 -1.0895
H -1.4898 -1.5020 0.8166
H -0.2895 -2.6957 1.1693
H -6.0386 3.6290 -0.1127
H -4.8628 4.6595 -0.3448
O -5.6252 4.4514 0.1005

=====

Model d:
19
Properties=species:S:1:pos:R:3 method="wB97M-V/def2-TZVPD" homo_ha="-0.2662 / -0.2643" total_charge=0 gap_ha="0.2666 / 0.2621" e_lumo_ev="0.0 / -0.1"
C 0.2356 0.4389 1.4920
C -0.0213 1.3332 -0.7062
C -2.5359 -0.5488 -0.8539
C 2.5160 -0.0435 0.4410
N -1.1072 -0.7944 -1.0264
C 1.5120 -0.1891 1.5773
O -0.2065 1.3425 0.5587
O 1.7767 -0.9296 2.5273
H -0.9121 -1.3592 -1.8449
H -0.7187 -1.2502 -0.2004
H -0.3551 0.5101 2.3939
H -0.6264 2.0379 -1.2585
H 0.8405 0.8965 -1.1856
H -2.6712 0.0945 0.0149
H -2.9160 -0.0208 -1.7290
H -3.1221 -1.4610 -0.7060
H 3.4761 -0.4155 0.7944
H 2.2000 -0.6370 -0.4198
H 2.6355 0.9956 0.1311

=====

Least stable structure: model d

=====

Model a:
19
Properties=species:S:1:pos:R:3 method="wB97M-V/def2-TZVPD" smiles="NC(=O)CO.C=CC" homo_ha=-0.3372 total_charge=0 gap_ha=0.3606 e_lumo_ev=0.6
C 0.9386 1.6767 0.4757
C 0.5152 -1.9135 -0.3389
C -0.4050 1.9444 1.0567
C 1.2886 1.9129 -0.8267
C -0.8688 -2.5475 -0.1529
N -1.8837 -1.6528 -0.1243
O 0.4896 -0.5177 -0.3540
O -1.0067 -3.7378 0.0468
H 1.6653 1.2346 1.1472
H -2.8298 -1.9723 0.0010
H -1.6909 -0.6765 -0.2847
H 0.9551 -2.3568 -1.2410
H 1.1315 -2.2498 0.5061
H 2.3362 2.0062 -1.0795
H -0.7733 1.0767 1.6022
H -1.1260 2.2127 0.2853
H -0.3254 2.7675 1.7735
H 0.9547 0.2721 -1.0526
H 0.6346 2.5207 -1.4401

=====

Model b:
19
Properties=species:S:1:pos:R:3 method="wB97M-V/def2-TZVPD" homo_ha=-0.3038 total_charge=0 gap_ha=0.1670 e_lumo_ev=-3.7
C -1.5341 0.9713 -0.3631
N -0.5000 1.5799 0.3528
C 0.6267 0.8006 0.0440
O 1.9402 1.3327 0.3304
C 0.5523 -0.5471 0.7837
C -0.9330 -0.8830 1.0508
C -1.5987 -0.5275 -0.2964
H -2.5679 1.2681 0.0974
H -1.6371 1.2081 -1.4587
H 0.5968 0.5291 -1.0154
H 1.1202 -1.1972 0.0213
H 1.1540 -0.4627 1.6983
H -1.1152 -2.0198 1.3248
H -1.3881 -0.1627 1.8983
H -2.6645 -0.8504 -0.3220
H -0.9576 -1.1142 -0.9706
H 2.5745 0.7716 -0.2096
H 3.5714 -0.2838 -1.7767
O 2.7600 -0.4133 -1.1893

=====

Model c:
19
Properties=species:S:1:pos:R:3 method="wB97M-V/def2-TZVPD" homo_ha=-0.3760 total_charge=0 gap_ha=0.2942 e_lumo_ev=-2.2
O 1.0995 0.1419 -2.1957
C 1.5264 -0.4145 -0.9568
O 1.5499 -1.6171 -0.8698
C 0.4117 0.2401 0.2422
C -0.9890 -0.3369 -0.0947
C -2.0700 0.1819 0.9033
C -1.6027 0.0902 2.3674
N 0.3160 1.5483 0.2240
H 2.4574 0.1294 -0.7221
H 0.7253 -0.2453 1.1690
H -0.9123 -1.4265 0.0660
H -1.2179 -0.2239 -1.1494
H -3.0671 -0.2279 0.7311
H -2.1323 1.1971 0.5012
H -1.2578 -0.9140 2.6134
H -0.7515 0.7626 2.3725
H -2.3657 0.4227 3.0667
H 0.8179 1.0306 -1.9233
H 1.1402 2.0735 0.5254

=====

Model d:
19
Properties=species:S:1:pos:R:3 method="wB97M-V/def2-TZVPD" smiles="CC(C)/C(O)=C(/N)O" homo_ha=-0.2567 total_charge=0 gap_ha=0.2876 e_lumo_ev=0.8
C -0.9892 -0.0763 0.6790
C -1.0582 -1.5797 0.7810
C -1.5728 0.5928 -0.7632
C 0.3403 0.5370 0.3958
C 1.3033 0.0755 -0.4398
N 2.5660 0.6843 -0.5671
O 0.7005 1.6549 1.1616
O 1.0720 -0.9169 -1.3605
H 0.1143 1.6796 1.9275
H 1.6272 -0.7346 -2.1312
H -1.5553 0.4536 1.4467
H 3.3302 0.0309 -0.4586
H 2.6625 1.4564 0.0776
H -2.0131 -1.9730 0.4283
H -0.3059 -2.1000 0.1899
H -0.9122 -1.8996 1.8126
H -2.6341 0.3610 -0.7174
H -1.4938 1.6760 -0.8274
H -1.1817 0.0781 -1.6350

=====

Least stable structure: model b

=====

Model a:
19
Properties=species:S:1:pos:R:3 method="wB97M-V/def2-TZVPD" smiles="CCNC(=O)CCO" homo_ha=-0.3598 total_charge=0 gap_ha=0.3870 e_lumo_ev=0.7
C 1.7540 -0.0553 0.6532
C 1.9773 1.2777 1.3265
O 2.9076 2.0898 0.5508
C 0.5835 0.0846 -0.3324
N -0.6398 -0.3957 0.0620
C -1.6972 -0.3879 -0.9907
C -2.7410 -1.4879 -0.6959
O 0.8050 0.5030 -1.4785
H 2.6713 -0.3160 0.1509
H 1.6282 -0.8384 1.4863
H 1.0988 1.8965 1.4250
H 2.5022 0.9860 2.2720
H 2.7419 1.9737 -0.3756
H -0.8622 -0.2928 1.0449
H -2.1990 0.6630 -0.8720
H -1.4535 -0.3697 -2.0619
H -2.8897 -1.7987 0.3306
H -3.6593 -1.1196 -1.3071
H -2.5280 -2.4122 -1.1881

=====

Model b:
19
Properties=species:S:1:pos:R:3 method="wB97M-V/def2-TZVPD" smiles="[H]/N=C(/C)O[C@@H](C)CO" homo_ha=-0.3352 total_charge=0 gap_ha=0.3650 e_lumo_ev=0.8
C -0.8700 0.6699 -0.8260
C 2.1232 0.8594 -0.1887
C 0.9692 0.6612 0.7336
O -1.8652 1.0885 0.0515
N 0.6093 1.3899 1.7182
H -1.4094 1.2250 0.9172
H 0.3178 0.8346 2.5209
H -1.3386 0.2616 -1.7230
H -0.2782 1.5014 -1.2195
H 1.9106 0.5277 -1.2044
H 2.3687 1.9234 -0.2253
H 2.9844 0.3054 0.1915
C -1.3670 -1.8762 -0.0752
C -0.1635 -1.0098 -0.3141
O 0.5596 -0.7987 0.8222
H 0.4425 -1.2631 -1.1898
H -2.0236 -1.4064 0.6638
H -1.0438 -2.8357 0.3425
H -1.9257 -2.0580 -0.9953

=====

Least stable structure: model b

=====

Model a:
19
Properties=species:S:1:pos:R:3 method="wB97M-V/def2-TZVPD" smiles="CCN(C)CC(=O)O" homo_ha=-0.3227 total_charge=0 gap_ha=0.3490 e_lumo_ev=0.7
C -0.0168 2.2312 1.1425
C -0.4441 0.8059 1.1549
N 0.2809 -0.0884 0.3339
C 0.7071 -1.3276 0.9945
C -0.4961 -0.3033 -0.8168
C 0.1933 -1.0601 -1.9767
O -0.2235 -0.6221 -3.1275
O 1.0865 -1.8608 -1.9053
H 1.0423 2.3324 1.0804
H -0.3616 2.8093 1.9688
H -0.4093 2.6277 0.1991
H -1.5597 0.8693 0.8686
H -0.3310 0.5374 2.3281
H 1.7122 -1.5832 0.6100
H 0.0362 -2.1882 0.8392
H 0.9053 -1.3910 2.0418
H -0.9126 0.6124 -1.2441
H -1.2830 -1.1039 -0.6416
H 0.0739 -1.2969 -3.8498

=====

Model b:
19
Properties=species:S:1:pos:R:3 method="wB97M-V/def2-TZVPD" homo_ha=-0.3364 total_charge=0 gap_ha=0.1656 e_lumo_ev=-4.6
C 0.2924 0.9126 1.3957
C -0.3185 0.4865 0.0613
N -1.5499 -0.3562 0.1179
C -4.1284 -0.0411 -0.2029
C -0.2877 -1.0319 -0.2354
C 2.2180 -0.1620 -0.6925
O 2.3912 -0.9116 0.3239
O 2.3166 1.0970 -0.8211
H -0.1399 1.8145 1.7869
H -3.9827 -0.7086 -1.0959
H 0.1283 0.0992 2.0864
H -0.3110 1.1935 -0.7232
H 1.4180 0.9952 1.3354
H -3.3984 0.7293 -0.3773
H -5.1788 0.3023 -0.1088
H -3.7718 -0.5785 0.6885
H 0.0559 -1.7758 0.5312
H -0.2148 -1.3670 -1.2926
H 1.9286 -0.6781 -1.6354

=====

Least stable structure: model b